ORCA calculation (ωB97M-V/def2-TZVPD) on C31H54BFeN7O2PS3Si2 as an isolated structure.

XYZ file:
```
102
Properties=species:S:1:pos:R:3:forces:R:3:mulliken_spin:R:1
H -1.5767 -4.6706 -2.2281 -0.1 0.0 0.0 0.000
C 0.9724 1.0394 -4.5575 -0.2 0.0 -0.2 -0.003
H -1.6886 -2.1166 4.3253 0.1 0.0 0.1 0.001
H -2.9800 5.9153 -1.2581 0.0 0.0 0.0 0.001
C 3.1296 3.4192 -2.7861 0.3 0.1 0.0 -0.003
C 1.8491 1.2195 -3.3254 -0.2 -0.1 -0.1 -0.007
C 4.5065 -1.4747 1.8310 0.2 -0.2 0.0 0.001
C 2.0652 -1.4163 4.1190 0.3 -0.1 0.3 -0.005
C -0.5886 3.4309 0.6027 -0.1 0.0 -0.1 -0.002
H -0.2197 5.0713 1.9247 0.0 0.0 -0.1 0.000
N 2.7820 -4.1154 -0.8354 0.0 -0.1 0.2 -0.003
H 2.6122 -4.4282 0.1149 0.1 0.1 -0.1 -0.001
C -3.4963 -1.1815 -0.7657 0.0 0.2 0.2 0.015
H 5.5558 -1.1754 1.6824 -0.1 0.0 0.0 0.000
H -2.6891 3.5870 -2.0757 0.0 0.0 0.0 0.000
H -1.7203 6.6517 0.7670 0.0 0.0 0.0 0.000
H -3.1083 1.1672 0.6668 0.0 0.0 0.1 0.001
P -1.7075 -1.6707 -0.5653 -0.1 0.0 -0.1 0.004
B 0.8610 1.2153 -1.1827 0.5 -0.8 0.3 -0.241
H 3.7840 -4.0949 -1.0209 -0.3 -0.1 -0.2 0.000
C -0.1689 -1.1076 3.2256 0.1 0.3 -0.1 0.009
N 1.7051 -0.2369 1.9925 0.6 -0.1 -0.2 -0.054
H -0.2624 3.0995 -3.1833 0.1 0.1 0.0 0.003
C -2.1515 3.9280 -1.1949 -0.1 0.0 0.0 0.007
C -4.3374 -3.4394 -0.8627 -0.2 -0.1 0.1 -0.002
H -3.5264 -0.2052 -1.2639 0.0 -0.1 0.1 -0.002
H -2.7318 2.4012 1.8550 -0.1 -0.1 0.0 0.002
C -2.5759 -4.2182 -2.2314 0.1 -0.2 -0.1 -0.001
C -0.7676 4.7535 1.0423 0.1 0.0 0.0 0.008
N -0.9711 -0.4381 2.3311 -0.2 -0.4 -0.3 0.026
C 1.8114 2.6644 -2.7172 -0.1 0.2 0.1 -0.002
H -3.7610 -1.3302 -3.3519 0.0 -0.1 0.0 0.000
C 1.2559 -0.9220 3.1032 -0.4 0.0 0.0 -0.005
Fe 0.2770 0.1730 0.5610 0.0 1.8 0.5 1.384
C -1.4763 -2.0841 -2.3670 0.3 0.2 0.0 0.003
O 1.5088 2.4681 -1.3479 0.0 0.0 0.0 -0.006
C -1.3097 3.0349 -0.5444 0.1 0.0 0.1 0.013
H 1.3224 1.6488 -5.4006 0.0 -0.1 0.1 0.001
H 3.3411 1.8716 0.1301 0.1 -0.1 0.0 0.007
H 3.3445 0.3077 -0.6470 0.1 0.0 0.1 -0.002
H 2.9915 4.3960 -2.3144 0.0 -0.1 0.0 0.000
H 3.9136 0.7686 -2.8094 -0.1 0.0 -0.1 -0.001
Si 3.3971 0.0699 1.8180 -0.4 0.1 0.0 0.014
H 4.4447 -2.0681 2.7496 0.0 0.1 -0.2 0.000
O 1.3201 0.3806 -2.2982 0.0 0.2 -0.1 -0.059
H 3.4001 -2.2107 -2.4804 -0.2 -0.3 -0.1 0.000
C 1.5692 -2.1540 5.2039 0.0 -0.1 -0.1 0.000
C -1.6108 5.6385 0.3897 0.0 0.0 0.0 -0.003
H -1.5553 1.8523 4.4221 -0.1 -0.1 0.0 -0.001
H 0.7206 4.5014 -2.7662 0.0 -0.1 0.0 -0.001
H 0.8900 3.7567 -4.3768 0.0 0.0 0.1 -0.001
H -3.6649 -1.8022 3.9800 0.0 0.1 -0.1 0.000
H 3.1314 -1.2272 4.0768 -0.1 0.0 0.1 0.000
C -3.8751 -1.1024 3.1643 -0.2 0.0 0.1 0.002
S 0.4302 2.3411 1.4816 0.0 -0.2 0.1 -0.065
C -3.2158 1.4280 1.7230 -0.1 0.1 -0.1 -0.002
H -3.9230 -1.0498 0.2363 0.0 0.0 -0.2 -0.003
C 0.7217 3.5532 -3.3118 -0.2 0.1 -0.1 -0.002
H 3.9151 2.8925 -2.2385 -0.1 0.0 -0.1 0.000
C 4.0232 1.2471 3.1532 0.1 0.1 0.1 0.002
H -5.0580 -4.0762 -1.3924 0.0 0.0 0.0 0.000
H -4.2874 1.5362 1.9424 0.1 0.0 0.0 0.000
H -4.1002 -1.7005 2.2739 0.0 0.0 0.0 -0.001
H 2.2503 -2.5238 5.9659 0.0 0.0 0.0 0.000
H -0.4966 -2.5643 -2.4927 -0.1 0.1 0.0 -0.002
C 0.2201 -2.4343 5.2589 -0.1 0.1 0.1 0.002
H 3.5295 2.2152 3.0086 0.1 -0.1 0.0 -0.001
H -1.1475 -3.9700 0.0282 -0.1 0.1 0.0 0.001
H -3.2580 -4.8824 -2.7800 0.0 0.1 0.0 0.000
C -0.6261 -1.9065 4.2762 -0.1 -0.2 0.1 -0.003
C 3.7891 0.8734 0.1784 -0.1 0.1 -0.1 -0.018
C -3.8192 -2.3111 -2.8684 -0.1 0.1 -0.1 0.001
C 3.2521 0.7541 -3.6826 0.4 -0.2 0.1 -0.001
H -4.5351 -2.9317 -3.4229 0.0 0.0 0.0 0.000
H -4.6776 -3.3155 0.1705 0.0 0.0 -0.1 0.000
C -2.3166 5.2311 -0.7383 0.0 0.0 0.0 0.000
H -2.4675 -3.3411 1.0106 0.1 -0.1 -0.1 -0.002
H -1.4380 -1.1365 -2.9240 0.0 -0.2 0.1 0.002
H 3.2029 -0.2726 -4.0699 0.0 0.1 0.1 0.000
S 1.4792 -2.0648 0.2180 -0.9 -0.6 -0.3 0.015
N 2.4067 -2.3367 -2.2949 -0.3 0.1 -0.1 0.002
H 1.9166 -1.4445 -2.4109 0.2 0.1 0.2 -0.001
H 1.0014 -0.0149 -4.8577 0.0 0.1 0.0 0.000
N -4.3272 -2.1359 -1.5141 0.0 0.0 0.0 0.000
H 5.1103 1.3897 3.0744 -0.1 0.0 0.0 0.000
H 3.7930 0.9027 4.1659 0.0 0.0 -0.1 0.000
N -2.5122 -2.9504 -2.9443 0.0 0.0 -0.2 0.000
H -4.7897 -0.5508 3.4263 0.1 -0.1 0.0 0.000
H -0.0659 1.2970 -4.3379 0.1 0.0 0.0 0.000
C -2.2738 1.0341 4.5503 0.0 0.0 0.1 0.000
C 2.1503 -2.8843 -1.0497 1.1 0.5 0.1 0.007
S -1.1423 1.3892 -1.1767 -0.1 -0.1 0.0 -0.043
C -2.0850 -3.4027 -0.0173 0.2 -0.1 0.3 0.004
H 4.8796 0.9366 0.0402 -0.2 0.0 0.0 -0.001
H -0.1901 -3.0375 6.0654 0.0 0.0 0.0 0.000
H -3.2274 1.4511 4.9004 0.1 0.0 0.0 0.000
N -3.0508 -4.1233 -0.8578 -0.1 -0.1 0.1 0.001
H 3.6883 1.3853 -4.4658 0.0 -0.1 0.1 0.000
H -1.8837 0.3587 5.3192 0.0 0.1 -0.1 0.000
H 4.2226 -2.1324 0.9995 0.0 0.1 0.1 -0.001
H 3.4550 3.5765 -3.8218 0.0 0.0 0.1 0.000
Si -2.4634 0.1612 2.8828 0.3 0.0 0.0 0.014
```
Positions in Å, forces in eV/Å.

Summary:
Multiplicity: 2
Expectation value of S²: 1.154
Lowest unoccupied orbital energy (spin up / spin down): 4.196 / 4.196 eV
Charge: -2
HOMO energy (spin up / spin down): -0.41 / -0.38 eV
Molecular weight: 806.82 g mol⁻¹

---

ORCA calculation (ωB97M-V/def2-TZVPD) on C31H54N3OP2Pt as an isolated structure.

XYZ file:
```
92
Properties=species:S:1:pos:R:3:forces:R:3:mulliken_spin:R:1
C -2.1409 4.8010 0.5065 -0.2 0.3 0.3 0.018
H -3.8871 3.2465 1.7728 0.2 -0.2 -0.2 0.000
O -1.5720 0.3308 3.2542 0.3 0.1 -2.4 0.004
H -0.8634 -5.0679 -0.9660 0.2 0.0 0.0 0.001
C -0.6580 -2.6453 3.2598 0.0 0.1 0.1 0.010
H 0.6958 -5.4128 -1.7171 -0.1 0.1 0.2 -0.002
H -1.1442 -5.2722 1.0842 0.0 0.2 0.2 0.003
C 0.4587 0.2671 6.0519 -0.3 -0.2 0.5 0.000
H -1.6836 -2.2674 3.2152 0.2 0.0 0.0 0.008
C -1.3263 -4.5612 1.8910 0.0 -0.4 0.1 0.001
H -4.2928 -2.2195 -1.5966 0.0 0.3 -0.2 0.003
C 0.0332 -2.9841 -2.3403 0.0 0.2 -0.1 0.038
C -3.1569 2.6513 1.2024 -0.1 -0.1 0.0 0.006
H 1.3039 -1.0780 -4.6835 0.2 -0.1 0.1 0.000
H -3.0508 1.6893 1.7108 -0.1 0.1 -0.1 -0.002
N 0.8809 0.0614 -1.0906 3.2 -1.0 -3.8 0.091
C -1.8382 3.4367 1.1539 0.3 0.3 -0.1 0.040
N 1.3164 1.1269 3.7362 -0.6 -0.7 2.0 -0.001
C 0.5582 -3.4073 -0.9646 -0.3 -0.4 0.4 0.116
P -0.5587 2.4488 0.1825 -0.2 1.2 -0.3 0.071
H 2.4654 3.7599 -1.6326 -0.2 -0.1 0.1 0.000
H 0.5816 -5.3916 0.0400 -0.2 0.1 -0.3 0.003
H -3.6538 1.8461 -3.0109 -0.1 -0.4 0.2 0.003
H -2.0857 4.2138 3.1411 0.2 -0.1 -0.1 0.000
H -2.2883 4.7437 -0.5783 0.0 0.1 0.2 0.000
C -1.0340 0.2501 2.2223 0.0 -0.5 4.2 0.086
H -5.0871 -0.2304 -2.9389 0.3 -0.1 0.1 0.001
H 4.6969 -0.4901 -3.2209 -0.2 0.0 0.1 0.000
C 1.0123 4.8724 0.3544 0.3 0.2 -0.1 0.002
H 2.0146 5.2957 0.1835 -0.2 -0.1 0.1 0.000
H 1.8424 2.5289 1.8595 0.1 0.1 -0.3 -0.003
H -1.3696 5.5472 0.7204 -0.3 -0.2 -0.1 0.002
H 0.7737 5.0337 1.4108 0.1 0.0 -0.3 0.001
H 0.7756 3.8609 -2.1580 0.2 0.0 0.1 0.001
H -2.3357 -4.1579 1.7655 0.1 0.0 0.1 -0.001
C -3.7337 -1.2837 -1.6353 0.1 -0.5 0.2 0.226
C 2.2704 -1.2708 -4.2015 -0.1 -0.4 -0.2 0.001
H 1.1858 -0.4388 6.4849 -0.3 0.3 -0.2 0.000
H 0.0346 -1.8217 3.4607 -0.1 -0.1 -0.1 -0.004
C 0.9172 0.7316 4.7566 1.0 0.9 -1.8 0.000
C -2.2741 1.0631 -1.5601 0.2 -0.6 0.2 -0.063
C 0.2164 -4.9021 -0.8666 0.2 -0.2 -0.2 0.015
Pt -0.2267 0.1235 0.5780 -1.3 0.4 1.6 0.417
H 3.0452 -1.2336 -4.9778 -0.1 0.1 0.2 -0.001
H 0.2124 -1.9270 -2.5507 -0.2 -0.3 0.0 -0.016
C 2.6724 1.1439 -3.8118 -0.2 0.6 0.0 0.000
C -3.3912 0.9801 -2.3963 -0.2 0.1 0.0 0.193
H 2.4723 -3.4830 0.1120 -0.1 0.1 -0.3 -0.005
H 0.3393 1.1198 6.7391 0.1 -0.3 -0.3 0.000
C 1.4673 3.3134 -1.5052 0.1 0.0 -0.2 0.022
C -1.8907 -2.3212 -0.3019 -1.4 -0.8 0.4 0.439
H 1.8616 -3.1889 2.3242 -0.1 -0.1 0.0 -0.006
C -1.3245 3.6418 2.5875 -0.1 0.1 0.1 0.013
C -1.4140 2.3222 -1.4723 -0.1 -0.1 -0.2 0.025
H -0.3849 4.2075 2.6202 -0.3 -0.2 0.0 0.001
H -2.4291 -3.2737 -0.3613 0.0 0.3 0.0 -0.067
C 1.4531 -0.1915 -2.0797 0.4 1.4 1.6 -0.045
H 1.4695 -4.7114 1.4969 -0.1 0.2 0.2 0.002
H -1.1667 2.6911 3.1079 0.0 0.3 -0.1 -0.001
H -3.5792 2.4818 0.2037 0.1 0.1 0.2 0.001
H -0.6014 -3.3361 4.1179 0.0 0.2 -0.3 0.000
H 3.9208 -1.4984 -1.9826 0.1 0.2 -0.1 0.000
H 3.0639 1.8925 -3.1152 -0.1 -0.1 -0.2 0.000
C -4.1528 -0.1928 -2.3786 0.0 0.2 0.0 -0.056
C -2.5206 -1.2182 -0.9043 -0.3 1.3 -0.6 0.102
H 3.3725 1.0749 -4.6533 -0.2 -0.1 0.2 0.000
C -0.2863 -3.4377 2.0036 -0.3 -0.2 -0.3 0.080
C 1.1261 -3.9993 2.2512 0.1 0.0 0.0 0.028
H -2.0306 3.2053 -1.6834 0.1 -0.3 0.0 -0.012
H 2.3968 1.7073 0.3985 -0.1 0.1 0.1 -0.002
H -3.0788 5.1780 0.9426 0.2 0.0 -0.1 -0.001
H -1.0421 -3.1687 -2.4282 0.2 0.0 -0.1 -0.009
C 2.1459 2.6894 0.8164 0.0 0.0 0.1 0.011
H 3.0556 3.3071 0.8026 -0.2 -0.1 0.0 0.001
H 1.1306 -4.5334 3.2124 -0.1 0.2 -0.2 0.000
N -1.8994 0.0072 -0.8374 -0.8 -0.3 -1.4 0.113
C 2.0668 -3.1833 -0.8610 0.1 -0.1 -0.1 0.033
H 0.5360 -3.5783 -3.1176 -0.1 0.1 0.2 -0.002
H -0.5131 -0.2385 5.9459 0.3 0.2 0.0 0.000
H 1.7001 1.4755 -4.1936 0.2 0.0 0.0 0.000
C 1.0661 3.3890 -0.0302 -0.1 0.4 -0.2 0.026
C 2.5653 -0.2178 -3.1350 -0.4 -0.5 -0.2 0.007
H 2.2734 -2.2838 -3.7837 -0.1 0.2 -0.1 0.000
H -0.6607 2.2833 -2.2749 -0.2 -0.1 0.3 0.011
H 4.1276 0.2500 -1.7027 0.0 -0.2 -0.2 0.000
H 2.5805 -3.7777 -1.6323 -0.1 0.1 0.1 0.003
H 0.3194 5.4374 -0.2790 0.2 -0.1 0.2 -0.002
H 1.5198 2.2740 -1.8439 0.0 0.4 0.1 -0.006
H 2.3093 -2.1280 -1.0188 0.0 -0.3 0.2 -0.012
H -1.3087 -5.1392 2.8269 -0.1 0.1 -0.2 -0.003
P -0.2723 -2.3242 0.4270 1.3 -1.1 0.1 0.044
C 3.9050 -0.5142 -2.4614 0.2 0.0 0.6 0.002
```
Positions in Å, forces in eV/Å.

Summary:
Multiplicity: 3
Expectation value of S²: 2.044
Lowest unoccupied orbital energy (spin up / spin down): -1.782 / -4.152 eV
Charge: +1
HOMO energy (spin up / spin down): -7.21 / -9.70 eV
Molecular weight: 741.82 g mol⁻¹